Density functional theory data (ωB97M-V with the def2-TZVPD basis set) for an isolated molecule of C4H7NO.

The geometry in XYZ format:
```
13
Properties=species:S:1:pos:R:3:forces:R:3
C -1.44569 -0.40901 0.33810 0.0 0.0 0.0
C -0.28430 -0.08970 -0.60574 -0.2 0.0 -0.1
C 0.55502 1.15433 -0.22247 0.0 0.2 0.0
C 1.57883 0.14148 0.30623 0.3 0.0 0.2
O 2.54796 0.17669 1.01923 -0.3 0.0 -0.3
N 0.92088 -0.89314 -0.33105 0.1 -0.2 0.1
H -2.15926 -1.10656 -0.11106 0.1 0.1 0.0
H -1.05408 -0.87587 1.24744 -0.1 0.1 0.0
H -1.98975 0.49259 0.63680 0.0 -0.1 -0.2
H -0.58851 -0.13133 -1.65644 0.0 0.0 0.2
H 0.94391 1.70961 -1.07899 -0.1 -0.1 0.1
H 0.12081 1.84554 0.50143 0.1 -0.1 0.0
H 0.95296 -1.87220 -0.07404 0.1 0.1 0.0
```
Positions in Å, forces in eV/Å.

## Properties
spin multiplicity: 1
SMILES: C[C@H]1CC(=O)N1
LUMO energy: 0.0356 Eh
HOMO-LUMO gap: 10.77 eV

Here are the Löwdin charges for atoms 1 to 4, given in e: -0.054 -0.338 -0.031 -0.488